# C61H39F4I4N7Pb

A molecular structure, C61H39F4I4N7Pb (ωB97M-V/def2-TZVPD, OMol25).

```
116
Properties=species:S:1:pos:R:3:forces:R:3
Pb 0.59488 0.29277 -0.34586 0.20 -0.03 0.04
I -5.73898 7.26510 -3.16640 0.39 -0.79 0.06
C -4.39554 5.82792 -2.30007 -0.93 1.93 -0.16
C -3.74245 6.28127 -1.18353 0.44 0.26 1.30
C -2.88203 5.40899 -0.49058 -1.40 2.68 1.19
C -2.63298 4.16467 -0.95248 1.37 -2.29 -0.25
C -3.23861 3.74985 -2.13328 -1.00 -0.48 -0.42
C -4.20860 4.56814 -2.75901 0.74 -2.46 -1.51
C -1.73656 3.13743 -0.28040 -1.00 0.92 -0.28
C -0.42691 3.50005 0.11441 -0.25 0.66 -0.58
C 0.10699 4.87406 -0.04572 0.45 0.34 0.22
C 1.31096 4.85748 0.57470 0.08 2.21 -0.67
C 1.52154 3.51327 1.06729 -0.15 -0.98 0.38
C 2.47970 3.03367 1.89575 0.20 -1.45 0.67
C 3.46736 3.85860 2.62169 0.41 1.58 0.26
C 4.69434 4.14831 2.02809 0.47 0.33 1.68
C 5.69394 4.86374 2.76288 -0.90 -0.19 -1.06
C 5.37475 5.39121 3.98306 -0.42 -0.33 1.11
I 6.67526 6.72999 5.01819 -0.32 -0.58 -0.43
C 4.19003 5.00772 4.63692 -0.61 0.75 0.39
C 3.19605 4.28910 3.95515 1.86 -0.11 -0.90
C 2.61606 1.61408 2.34949 -0.66 -0.10 0.13
N 1.88422 0.56510 2.00358 0.64 0.03 0.52
C 2.39744 -0.54682 2.71437 1.38 -0.30 0.94
C 1.95760 -1.84561 2.70792 0.79 1.33 0.00
C 2.68209 -2.91224 3.42674 0.13 -1.95 0.34
C 2.39014 -3.23963 4.74833 -0.25 1.83 0.34
C 2.87518 -4.35246 5.38274 0.73 -1.20 1.31
C 3.58549 -5.32956 4.67446 -0.38 0.90 -1.09
I 4.23555 -7.08916 5.55944 0.00 0.03 0.04
C 3.80532 -5.09357 3.29448 -0.34 0.48 1.31
C 3.41506 -3.89796 2.72431 -0.89 0.89 0.83
C 0.80264 -2.29133 1.99235 0.38 -0.79 -0.01
C 0.45457 -3.58103 1.77714 -0.57 1.06 -0.29
C -0.70874 -3.56049 0.84853 -1.92 1.35 0.85
C -1.12724 -2.04558 1.00594 3.55 -0.78 0.38
N -0.06831 -1.35878 1.44343 -1.55 -0.66 -0.29
C -2.36276 -1.47175 0.86383 -3.19 -0.70 -0.54
C -2.64898 -0.18293 0.56754 1.78 1.24 0.22
C -3.96163 0.41546 0.46184 -0.11 1.39 -0.20
C -3.75452 1.69111 0.07209 0.51 0.01 -0.38
C -2.31189 1.91440 -0.00464 0.46 -0.68 0.03
N -1.66019 0.77039 0.30418 -0.72 -0.76 -0.08
C -3.53858 -2.36852 1.12771 -0.13 0.31 -0.41
C -4.54702 -2.61339 0.18193 0.45 -0.45 -0.04
C -5.60213 -3.45245 0.43907 -1.20 0.15 0.04
C -5.70786 -3.96287 1.72280 -1.46 -1.04 0.08
I -7.51436 -4.95824 2.32558 0.68 0.22 -0.36
C -4.74857 -3.77825 2.67890 0.11 0.50 1.19
C -3.68741 -2.91451 2.38903 0.68 -0.94 1.14
C 3.59594 -0.09691 3.54390 -1.81 0.55 -1.41
C 3.62950 1.23829 3.34003 2.02 -0.47 0.61
N 0.43946 2.70624 0.68604 0.38 0.30 0.26
H -3.97414 7.28030 -0.75847 0.30 -0.85 -0.39
H -2.63667 5.76492 0.52082 0.55 -0.42 -0.55
H -3.04098 2.68819 -2.44197 -0.33 1.31 -0.09
H -4.72559 4.15645 -3.65495 0.34 0.56 0.81
H -0.36302 5.72565 -0.57912 0.44 -0.87 0.55
H 1.98591 5.76137 0.59499 -0.64 -1.44 0.31
H 4.87737 3.71071 1.06842 0.36 0.06 -0.44
H 6.68411 5.05930 2.39858 0.14 -0.04 -0.59
H 4.07609 5.38440 5.67967 -0.30 -0.54 -0.96
H 2.30601 3.92373 4.42030 -0.45 0.15 0.38
H 1.82818 -2.53394 5.37574 0.09 -0.23 -0.44
H 2.73010 -4.42347 6.48905 0.03 -0.22 -1.17
H 4.23574 -5.80542 2.63913 0.57 -0.75 -0.20
H 3.56627 -3.71830 1.69505 0.31 -0.03 -1.08
H 0.81193 -4.48794 2.17551 0.81 -0.59 0.25
H -1.49598 -4.27147 1.12701 0.04 0.18 0.03
H -4.89081 -0.04257 0.71591 -0.31 -0.25 -0.02
H -4.32458 2.54670 -0.22795 -1.10 -0.26 0.39
H -4.54013 -2.22699 -0.81255 0.47 0.60 -0.42
H -6.40801 -3.59384 -0.31685 0.80 0.01 0.74
H -4.88935 -4.18790 3.70520 0.24 0.36 -1.00
H -2.94904 -2.75035 3.21349 -0.54 0.08 -1.01
H 4.31495 -0.65147 4.13703 -0.47 -0.19 -0.11
H 4.49113 1.79171 3.77656 -1.20 0.10 -0.57
C 0.63680 3.47200 -3.06830 0.44 -0.15 1.71
N 1.35654 2.34069 -3.65872 0.62 1.43 1.07
C 2.59306 2.89579 -4.25357 -1.19 0.30 -0.44
C 0.59674 1.49499 -4.53649 1.46 -0.34 -1.14
C 1.17447 0.06027 -4.64714 1.10 0.27 -0.46
N 1.07619 -0.63471 -3.39189 -1.27 -0.48 0.65
C 0.05612 -1.32352 -3.03590 -0.20 1.57 -0.93
C 0.64499 -2.92468 -1.29232 -1.06 0.37 -0.17
F 1.69900 -2.44729 -0.49218 0.27 -0.08 0.33
C -0.25517 -3.94192 -0.55862 0.54 -1.17 -2.04
F 0.46360 -5.10592 -0.31431 0.88 -0.71 0.20
C -1.27582 -4.47566 -1.65252 0.02 0.08 1.72
C -1.63945 -3.45654 -3.57720 -0.72 1.38 -1.00
F -2.33312 -3.72516 -4.74272 0.35 -0.20 0.98
C -1.34656 -1.82056 -3.50304 0.55 -0.95 -1.73
F -2.15148 -1.21473 -4.54632 1.27 -0.54 1.95
H 0.64684 4.35186 -3.67859 0.18 0.77 -0.74
H 1.06538 3.78556 -2.05292 -0.18 -0.59 -1.49
H -0.41179 3.31006 -2.86085 -0.35 -0.67 -0.06
H 2.35778 3.52856 -5.16256 0.12 -0.37 0.71
H 3.19778 2.08578 -4.58873 0.71 -0.54 -0.19
H 3.15469 3.52152 -3.54183 -0.34 -0.39 -0.12
H 0.56223 1.94173 -5.55668 -0.24 -0.27 0.21
H -0.38170 1.33568 -4.17484 -1.32 0.30 0.50
H 2.28092 0.13219 -4.83291 -1.02 -0.09 -0.33
H 0.66788 -0.43584 -5.49373 0.20 0.02 0.23
H -1.71858 -5.47692 -1.26981 0.71 1.81 -0.72
N -1.52579 -6.89302 -3.92007 0.44 0.71 -0.03
C -1.09340 -5.85607 -3.65500 -0.61 -0.91 -0.09
C -0.66057 -4.57188 -3.11874 -0.29 -0.48 0.10
C -2.24078 -3.39823 -2.15187 -1.69 -1.03 -0.23
C -1.71768 -1.97572 -2.03250 -1.10 0.08 0.29
C -0.26804 -1.75987 -1.66229 1.04 -0.29 -0.51
C 1.33914 -3.49146 -2.51522 2.21 0.93 2.29
C 0.77719 -4.31032 -3.32161 -0.82 -1.71 -2.29
H -3.32000 -3.58992 -1.93130 0.94 0.31 -0.43
H -2.43994 -1.29863 -1.64071 -0.36 0.70 0.46
H 2.39341 -3.23398 -2.63220 -0.36 0.18 0.09
H 1.25050 -4.72832 -4.22828 -0.18 0.31 0.69
```
Forces are in eV/Å.

As for the charge: 0. As for the energy relative to the best compared isomer or geometry (same formula, charge and spin): 0.000 eV. As for the total energy: -122832.1159 eV. Its gap between HOMO and LUMO (spin up / spin down) is 5.03 / 4.99 eV. The HOMO energy (spin up / spin down) is -7.36 / -7.37 eV. The calculation puts the largest force on an atom at 0.0711 hartree/bohr.